Entry 1:
Here is C4H7FO in the gas phase from the Open Molecules 2025 dataset. Energies are from ωB97M-V/def2-TZVPD.

XYZ file:
```
13
Properties=species:S:1:pos:R:3:forces:R:3
F -0.937 0.592 -1.293 -0.50 0.85 -1.22
O 1.563 0.944 1.019 -0.55 -1.10 -0.23
C -1.402 0.837 -0.017 -0.78 -1.89 -0.34
C 0.890 0.085 0.478 0.12 1.84 -0.59
C 1.401 -0.712 -0.747 -0.81 -0.77 1.62
C -0.626 -0.105 0.784 2.35 -1.40 2.90
H 1.838 -0.076 -1.515 0.03 -0.06 0.22
H 2.121 -1.411 -0.291 0.14 0.17 -0.58
H 0.542 -1.306 -1.111 0.77 0.34 -0.25
H -0.751 -1.144 0.478 -0.92 0.10 -0.05
H -2.421 0.510 0.072 -0.86 0.10 -0.43
H -1.361 1.848 0.248 0.59 1.58 0.23
H -0.855 -0.063 1.896 0.42 0.24 -1.28
```
Forces are in eV/Å.

## Properties
SMILES   CC(=O)CCF
Lowest unoccupied orbital energy   0.956 eV
Kohn-Sham gap   10.46 eV



Entry 2:
Here is C4H7FO in the gas phase from the Open Molecules 2025 dataset. Energies are from ωB97M-V/def2-TZVPD.

XYZ file:
```
13
Properties=species:S:1:pos:R:3:forces:R:3
F 0.199 -2.082 1.104 1.21 0.87 0.90
O 0.032 2.148 -1.378 3.20 -2.32 2.97
C 0.577 -0.729 1.127 -1.08 0.80 -0.77
C -0.168 -0.069 -0.037 1.77 0.89 1.93
C -0.786 -0.839 -0.869 -1.16 -0.93 -1.41
C 0.093 1.428 -0.033 -0.94 -0.47 -3.85
H 1.094 1.556 0.160 2.52 0.15 0.67
H 0.267 -0.220 2.060 0.01 -0.74 -0.08
H 1.652 -0.501 1.003 -0.20 -1.03 0.08
H -0.404 1.913 0.752 -1.26 0.97 0.80
H -1.337 -0.409 -1.666 -0.31 0.35 -0.85
H -0.800 -1.927 -0.815 0.02 0.45 0.25
H -0.818 2.399 -1.534 -3.77 1.02 -0.64
```
Forces are in eV/Å.

## Properties
SMILES   C=C(CO)CF
Lowest unoccupied orbital energy   0.827 eV
Kohn-Sham gap   10.79 eV



Entry 3:
Here is C4H7FO2 in the gas phase from the Open Molecules 2025 dataset. Energies are from ωB97M-V/def2-TZVPD.

XYZ file:
```
14
Properties=species:S:1:pos:R:3:forces:R:3
F 1.958 -0.832 -0.578 -0.55 -0.22 0.39
O -0.785 1.562 -0.740 -0.72 -0.44 0.90
O -1.643 -0.710 0.270 0.16 -0.08 0.51
C -0.415 -1.252 -0.224 0.41 -1.08 -0.93
C 0.780 -0.331 -0.064 -1.16 2.48 0.07
C 0.900 0.742 1.017 -0.65 -0.74 0.85
C 0.490 1.160 -0.366 1.29 -0.90 -0.27
H 0.120 0.872 1.778 0.14 -0.59 -0.23
H -0.561 -1.366 -1.313 0.35 -0.27 0.25
H 1.258 1.707 -0.893 -0.04 -0.10 -0.37
H 1.897 0.841 1.460 -0.24 0.47 -0.65
H -1.442 0.943 -0.300 1.04 0.90 -0.57
H -2.357 -1.084 -0.264 0.17 0.02 0.20
H -0.198 -2.250 0.217 -0.20 0.56 -0.14
```
Forces are in eV/Å.

## Properties
SMILES   OC[C@]1(F)C[C@@H]1O
Lowest unoccupied orbital energy   0.533 eV
Kohn-Sham gap   9.65 eV



Entry 4:
Here is C4H7FO3 in the gas phase from the Open Molecules 2025 dataset. Energies are from ωB97M-V/def2-TZVPD.

XYZ file:
```
15
Properties=species:S:1:pos:R:3:forces:R:3
F -1.017 2.171 0.139 -0.42 0.04 0.13
O 1.403 -0.248 -0.289 -0.01 0.21 0.36
O 1.415 -1.731 1.384 -1.02 1.44 -1.21
O -0.533 -0.730 0.788 0.08 0.26 -0.09
C 0.800 -0.941 0.690 1.15 -1.82 0.99
C -1.282 -1.730 0.079 0.43 -0.04 0.32
C 0.684 0.856 -0.849 0.13 0.11 0.16
C 0.341 1.936 0.161 -0.01 0.05 -0.14
H 0.645 1.663 1.163 -0.01 -0.17 0.28
H -2.316 -1.461 0.181 -0.39 0.08 -0.02
H -1.082 -2.696 0.524 -0.08 -0.27 0.14
H 0.814 2.874 -0.090 0.22 0.28 -0.10
H -0.978 -1.759 -0.960 -0.06 0.07 -0.34
H 1.332 1.274 -1.599 0.36 -0.13 -0.31
H -0.224 0.522 -1.324 -0.36 -0.10 -0.15
```
Forces are in eV/Å.

## Properties
SMILES   COC(=O)OCCF
Lowest unoccupied orbital energy   0.860 eV
Kohn-Sham gap   11.64 eV



Entry 5:
Here is C4H7FOS as an isolated structure from the Open Molecules 2025 dataset. Energies are from ωB97M-V/def2-TZVPD.

XYZ file:
```
14
Properties=species:S:1:pos:R:3:forces:R:3
S -2.084 -0.432 -0.496 1.09 2.48 -2.70
F 1.413 0.986 -1.121 -1.05 -1.09 -0.50
O 1.655 -1.367 0.492 4.92 2.11 0.25
C 0.532 -1.132 -0.268 1.94 1.04 -0.15
C -0.396 -0.042 0.091 -2.48 1.93 -1.93
C -0.401 1.216 0.988 -0.23 2.51 0.05
C 0.328 0.049 -1.210 2.81 0.92 1.67
H 2.605 -0.801 0.335 -4.53 -1.90 0.09
H -0.174 0.082 -2.136 -0.09 -0.13 -1.01
H 0.588 2.193 0.934 -3.05 -3.71 -0.07
H -1.531 1.841 0.661 3.76 -2.00 1.51
H -0.385 0.696 1.979 -0.37 1.60 -0.13
H -2.426 -1.206 0.383 -1.22 -2.79 3.22
H 0.278 -2.081 -0.632 -1.50 -0.98 -0.31
```
Forces are in eV/Å.

## Properties
Lowest unoccupied orbital energy   0.651 eV
Kohn-Sham gap   10.04 eV



Entry 6:
Here is C4H7FOS2 as an isolated structure from the Open Molecules 2025 dataset. Energies are from ωB97M-V/def2-TZVPD.

XYZ file:
```
15
Properties=species:S:1:pos:R:3:forces:R:3
S -1.463 1.921 -0.167 0.15 1.64 -0.47
S -0.133 -0.506 0.779 2.02 -1.14 1.05
F 2.217 -0.984 -0.833 0.41 2.89 -0.50
O -2.406 -1.880 -0.093 5.23 -1.26 -0.62
C -2.578 -0.516 -0.266 -2.21 -1.34 1.58
C 1.535 0.413 0.859 -0.60 0.81 -0.17
C 2.274 0.450 -0.426 4.06 -0.26 -0.87
C -1.408 0.345 0.050 -0.42 0.92 1.19
H -0.988 -2.058 -0.314 -4.98 0.76 0.88
H 1.538 1.428 1.201 -1.13 0.90 0.25
H -2.757 -0.269 -1.246 -0.33 0.46 -2.94
H 2.053 1.355 -1.286 0.19 -3.33 2.29
H 2.206 -0.005 1.620 -0.90 -1.01 -0.21
H 3.588 0.635 -0.024 -4.05 -0.45 -1.62
H -3.680 -0.329 0.145 2.56 0.41 0.16
```
Forces are in eV/Å.

## Properties
Lowest unoccupied orbital energy   -0.393 eV
Kohn-Sham gap   8.43 eV



Entry 7:
Here is C4H7FS2 in the gas phase from the Open Molecules 2025 dataset. Energies are from ωB97M-V/def2-TZVPD.

XYZ file:
```
14
Properties=species:S:1:pos:R:3:forces:R:3
S 1.855 -0.197 1.012 0.02 0.52 0.55
S 0.419 1.323 3.181 2.48 -0.29 -0.90
F -1.596 -0.641 -2.860 -0.82 -0.85 0.69
C 1.860 0.697 2.532 -1.11 -1.58 3.22
C 0.264 0.223 0.252 -2.14 -3.41 -1.20
C 0.052 -0.428 -1.238 -2.01 2.88 1.17
C -1.561 -0.485 -1.454 -0.40 1.20 0.18
H -0.770 0.021 0.788 2.65 0.29 -0.26
H -2.269 0.450 -1.301 2.02 -1.43 0.15
H 2.766 0.376 3.404 -2.32 1.20 -3.23
H 0.283 1.189 -0.079 0.03 2.92 0.16
H -2.113 -1.333 -0.791 1.58 1.42 -2.00
H 0.241 -1.440 -1.410 1.16 -1.57 0.08
H 0.567 0.245 -2.035 -1.14 -1.32 1.38
```
Forces are in eV/Å.

## Properties
SMILES   FCCCSC=S
Lowest unoccupied orbital energy   -0.644 eV
Kohn-Sham gap   8.14 eV



Entry 8:
Here is C4H7I2N in the gas phase from the Open Molecules 2025 dataset. Energies are from ωB97M-V/def2-TZVPD.

XYZ file:
```
14
Properties=species:S:1:pos:R:3:forces:R:3
I -2.004 -2.638 0.003 0.29 -0.08 0.28
I -2.859 1.991 -0.056 -0.35 -0.13 0.27
N -0.716 -1.148 -0.522 1.23 2.68 0.21
C -0.584 0.069 0.614 -1.48 -2.17 -1.54
C 1.719 -0.343 -0.500 -0.32 0.40 -3.05
C 0.508 -0.832 0.265 0.83 -1.62 0.07
C -0.800 1.449 0.151 0.09 1.35 -0.17
H -0.373 2.256 0.801 -0.20 -0.98 -0.55
H 2.429 0.104 0.158 0.86 -0.47 0.91
H -1.312 -0.342 1.269 0.02 0.42 1.52
H 1.459 0.650 -1.064 0.25 -2.25 0.12
H -0.531 1.603 -0.885 0.70 -0.08 0.04
H 2.216 -1.215 -1.207 -1.34 2.52 1.82
H 0.849 -1.604 0.974 -0.57 0.39 0.07
```
Forces are in eV/Å.

## Properties
SMILES   C[C@H]1[C@@H](CI)N1I
Lowest unoccupied orbital energy   -0.068 eV
Kohn-Sham gap   8.96 eV